# 1
{
  "formula": "FH3P2S2",
  "method": "the ωB97M-V functional and the def2-TZVPD basis",
  "homo_lumo_gap_ev": [6.558, 7.057],
  "e_above_lowest_kj_mol": 304.1,
  "total_charge": 0,
  "elements": ["F", "P", "P", "S", "S", "H", "H", "H"],
  "xyz": [[-3.39, 0.40, -1.43], [-1.81, 1.76, 0.57], [-2.19, -0.17, -0.57], [-3.06, -1.33, 0.89], [1.16, -1.85, -0.54], [-0.98, 2.07, -0.52], [-0.91, 1.09, 1.34], [0.71, -2.86, -0.01]]
}

***

# 2
{
  "formula": "ClF2IZn",
  "method": "the ωB97M-V functional and the def2-TZVPD basis",
  "homo_lumo_gap_ev": 6.954,
  "e_above_lowest_kj_mol": 0.0,
  "total_charge": -2,
  "elements": ["Zn", "I", "F", "F", "Cl"],
  "xyz": [[-0.02, 0.03, -0.10], [0.04, 1.94, 1.75], [1.15, -1.26, 1.03], [-0.22, 1.27, -1.67], [-0.94, -1.98, -1.00]]
}

***

# 3
{
  "formula": "C35H83N2O9PS2",
  "method": "the ωB97M-V functional and the def2-TZVPD basis",
  "smiles": "CCCCCCCCN(CCCCCCCC)C(=S)SCCCN[C@@](C)(COC)CP(=O)(O)O.CCO.CCO.CCO.CCO.CCO",
  "homo_lumo_gap_ev": 7.768,
  "total_charge": 0,
  "elements": ["C", "C", "C", "C", "C", "C", "C", "C", "N", "C", "C", "C", "C", "C", "C", "C", "C", "C", "S", "S", "C", "C", "C", "N", "C", "C", "C", "O", "C", "C", "P", "O", "O", "O", "H", "H", "H", "H", "H", "H", "H", "H", "H", "H", "H", "H", "H", "H", "H", "H", "H", "H", "H", "H", "H", "H", "H", "H", "H", "H", "H", "H", "H", "H", "H", "H", "H", "H", "H", "H", "H", "H", "H", "H", "H", "H", "H", "H", "H", "H", "H", "H", "H", "H", "H", "H", "H", "C", "C", "O", "H", "H", "H", "H", "H", "H", "C", "C", "O", "H", "H", "H", "H", "H", "H", "C", "C", "O", "H", "H", "H", "H", "H", "H", "C", "C", "O", "H", "H", "H", "H", "H", "H", "C", "C", "O", "H", "H", "H", "H", "H", "H"],
  "xyz": [[-2.69, 1.44, -4.47], [-1.43, 1.38, -5.33], [-0.09, 1.85, -4.68], [-0.16, 2.33, -3.23], [-0.16, 1.18, -2.21], [1.23, 0.51, -2.08], [2.01, 0.92, -0.80], [2.75, -0.27, -0.13], [2.01, -0.81, 1.04], [2.90, -1.17, 2.16], [3.54, 0.10, 2.77], [5.08, 0.12, 2.63], [5.81, -0.39, 3.88], [5.61, 0.46, 5.13], [6.15, 1.91, 4.99], [5.10, 2.96, 5.34], [5.49, 4.40, 4.93], [1.15, -1.87, 0.65], [1.61, -3.42, 0.52], [-0.53, -1.37, 0.27], [-1.40, -1.56, 1.87], [-2.58, -2.53, 1.72], [-3.82, -2.12, 2.53], [-3.51, -1.42, 3.79], [-3.90, -2.11, 5.02], [-5.42, -2.41, 5.11], [-3.10, -3.44, 5.09], [-1.80, -3.38, 4.54], [-0.82, -2.80, 5.38], [-3.49, -1.13, 6.15], [-3.60, -1.68, 7.86], [-2.30, -1.81, 8.54], [-4.53, -0.60, 8.61], [-4.48, -3.01, 7.88], [-2.72, 0.68, -3.70], [-3.55, 1.26, -5.13], [-2.86, 2.42, -4.03], [-1.31, 0.35, -5.66], [-1.60, 1.99, -6.22], [0.33, 2.66, -5.28], [0.63, 1.03, -4.75], [0.74, 2.93, -3.03], [-1.01, 2.99, -3.06], [-0.88, 0.42, -2.52], [-0.49, 1.52, -1.23], [1.12, -0.57, -2.11], [1.84, 0.80, -2.93], [1.29, 1.29, -0.06], [2.72, 1.71, -1.02], [3.74, 0.05, 0.19], [2.89, -1.05, -0.88], [3.67, -1.88, 1.85], [2.26, -1.62, 2.92], [3.16, 0.97, 2.24], [3.26, 0.17, 3.81], [5.37, -0.49, 1.77], [5.42, 1.13, 2.41], [5.49, -1.42, 4.08], [6.89, -0.45, 3.69], [4.55, 0.52, 5.40], [6.12, -0.02, 5.96], [6.98, 2.03, 5.68], [6.54, 2.09, 3.99], [4.15, 2.69, 4.87], [4.94, 2.95, 6.42], [6.31, 4.40, 4.21], [4.64, 4.89, 4.43], [5.75, 5.02, 5.78], [-0.70, -1.92, 2.62], [-1.75, -0.57, 2.17], [-2.25, -3.53, 2.03], [-2.85, -2.60, 0.67], [-4.42, -1.45, 1.90], [-4.43, -3.01, 2.69], [-3.96, -0.51, 3.78], [-5.59, -3.45, 5.37], [-5.90, -1.82, 5.90], [-5.91, -2.23, 4.16], [-3.04, -3.82, 6.11], [-3.64, -4.19, 4.51], [0.12, -3.32, 5.22], [-0.67, -1.75, 5.11], [-1.09, -2.84, 6.44], [-2.48, -0.78, 5.97], [-4.14, -0.25, 6.08], [-4.02, -0.24, 9.35], [-4.71, -3.23, 8.79], [-2.68, -5.86, -1.59], [-2.59, -4.97, -2.82], [-2.97, -3.63, -2.53], [-3.70, -5.85, -1.19], [-2.41, -6.89, -1.83], [-2.01, -5.50, -0.80], [-3.27, -5.32, -3.59], [-1.58, -4.99, -3.22], [-2.37, -3.30, -1.85], [-5.14, 1.69, -9.23], [-4.41, 1.53, -7.92], [-4.05, 2.79, -7.34], [-4.54, 2.26, -9.93], [-5.39, 0.72, -9.67], [-6.07, 2.25, -9.08], [-3.47, 0.99, -8.06], [-5.01, 0.96, -7.20], [-4.86, 3.28, -7.19], [-3.60, 6.47, -8.91], [-2.90, 5.32, -9.60], [-3.80, 4.51, -10.34], [-4.37, 6.10, -8.24], [-2.89, 7.07, -8.33], [-4.08, 7.13, -9.64], [-2.43, 4.66, -8.87], [-2.11, 5.69, -10.27], [-4.23, 5.05, -11.01], [4.89, -5.52, 5.60], [5.03, -4.05, 5.29], [6.40, -3.65, 5.16], [5.42, -5.77, 6.52], [3.84, -5.80, 5.72], [5.32, -6.13, 4.80], [4.62, -3.44, 6.10], [4.49, -3.80, 4.37], [6.78, -4.16, 4.44], [2.56, 5.12, -6.10], [3.20, 3.98, -6.86], [2.23, 3.17, -7.53], [1.84, 4.74, -5.37], [3.31, 5.71, -5.57], [2.01, 5.78, -6.78], [3.72, 3.31, -6.18], [3.92, 4.36, -7.59], [1.76, 3.73, -8.15]]
}